Below is an isolated molecule of C5H8OS2, with properties calculated with wB97M-V/def2-TZVPD.

Element x y z (Å)
C (0.75467, -1.55212, 0.45649)
C (1.67067, -0.50596, 0.07690)
C (1.00178, 0.83144, 0.35919)
C (-0.31773, 0.92561, -0.52050)
C (-1.41334, 0.16411, 0.05691)
O (0.72862, -2.72144, 0.66928)
S (-2.20558, 0.70441, 1.45213)
S (-2.41982, -0.66608, -1.24002)
H (2.67669, -0.63037, 0.56910)
H (1.67856, -0.46851, -1.01355)
H (0.86185, 1.17397, 1.37602)
H (1.76751, 1.67383, 0.00015)
H (-0.62810, 1.96021, -0.58154)
H (-0.03712, 0.62338, -1.55464)
H (-2.87665, -0.44418, 1.74380)
H (-1.24204, -1.06831, -1.84969)

Atoms 1-6, force components in eV/Å:
-2.2 -2.2 0.4
1.0 1.0 0.8
1.2 3.1 -1.8
2.3 0.9 0.7
-0.6 -2.5 -2.0
0.7 1.3 -0.2

Values from the calculation:
LUMO energy (alpha / beta): 0.19 / 0.26 eV
orbital gap (alpha / beta): 7.44 / 7.31 eV
total charge: 0

Below is a structure of composition C6H20O8Ti, with properties calculated with wB97M-V/def2-TZVPD.

Element x y z (Å)
Ti (16.58628, 12.97450, -0.42061)
C (16.67961, 14.39726, 2.06275)
O (17.03317, 14.93227, 3.12334)
O (16.35972, 13.19473, 1.99878)
O (16.63207, 15.07660, 1.02079)
C (16.63355, 9.89082, 1.11847)
O (15.68228, 10.86099, 0.78575)
H (16.42219, 9.43754, 2.08696)
H (16.80220, 9.09784, 0.38990)
H (17.62048, 10.32842, 1.26880)
H (15.74811, 11.60304, 1.39124)
C (16.36635, 15.22621, -2.79048)
O (17.54394, 14.80039, -1.99890)
H (16.27512, 14.55427, -3.64387)
H (15.57268, 15.15549, -2.04671)
H (16.34669, 16.27147, -3.09889)
H (17.55654, 15.43051, -1.27475)
C (19.78213, 12.68285, 0.32173)
O (18.89039, 11.98821, -0.55305)
H (19.75998, 12.32821, 1.35218)
H (20.81734, 12.47271, 0.05286)
H (19.50957, 13.73652, 0.26176)
H (19.17462, 11.07372, -0.48587)
C (13.21191, 13.75426, 1.21119)
O (13.82858, 14.26210, 0.04109)
H (13.83108, 13.81701, 2.10606)
H (12.29331, 14.29213, 1.44565)
H (12.88573, 12.75241, 0.93191)
H (14.57725, 14.78749, 0.33273)
C (16.39572, 10.78539, -2.60542)
O (16.17527, 12.11324, -2.80811)
H (17.44802, 10.52038, -2.70810)
H (16.11824, 10.42827, -1.61366)
H (15.82858, 10.21527, -3.34123)
H (16.12278, 12.29977, -3.74836)

Atoms 1-6, force components in eV/Å:
0.1 -0.6 -0.7
-0.6 -0.9 -1.3
0.6 0.9 1.7
0.0 -1.5 0.5
0.0 1.9 -1.0
1.2 -0.1 1.2

Values from the calculation:
⟨S²⟩: 6.01
multiplicity: 5
LUMO energy (alpha / beta): 0.28 / -2.12 eV
orbital gap (alpha / beta): 4.62 / 8.01 eV
total charge: 0

Below is a cluster of 2 separate species, C26H19F4NO5 in total, with properties calculated with wB97M-V/def2-TZVPD.

Element x y z (Å)
F (-5.18193, 4.73904, -1.62963)
C (-5.11154, 3.39045, -1.54847)
C (-6.26606, 2.62606, -1.54843)
C (-6.19975, 1.24240, -1.53956)
F (-7.33512, 0.50688, -1.53324)
C (-4.97286, 0.61895, -1.56173)
C (-3.78875, 1.36884, -1.58398)
C (-2.53382, 0.72568, -1.79297)
C (-1.31998, 1.38173, -1.74519)
C (-0.17211, 0.90441, -2.33548)
C (1.06144, 1.61841, -2.37445)
C (2.01941, 1.27732, -3.33771)
C (3.19523, 1.98151, -3.44418)
F (4.07019, 1.69562, -4.43415)
C (3.45793, 3.01462, -2.56057)
C (2.53867, 3.35905, -1.58470)
F (2.82136, 4.34607, -0.70372)
C (1.34524, 2.67693, -1.49995)
C (-3.88564, 2.76779, -1.53923)
H (-7.22271, 3.11309, -1.59981)
H (-4.93656, -0.45573, -1.56935)
H (-2.55089, -0.29678, -2.12864)
H (-1.27799, 2.35070, -1.27913)
H (-0.22932, -0.01119, -2.89764)
H (1.82343, 0.48215, -4.03337)
H (4.38767, 3.55116, -2.63108)
H (0.65582, 2.95336, -0.72331)
H (-3.00392, 3.38148, -1.56568)
C (-3.56385, -2.63833, 2.14214)
C (-2.07930, -2.35529, 2.27797)
O (-1.45408, -2.05170, 1.05529)
C (-0.09591, -1.96290, 1.25110)
C (0.68386, -1.69633, 0.08715)
C (2.08091, -1.52624, 0.00584)
O (2.59375, -1.18811, -1.06244)
C (2.95913, -1.71721, 1.19118)
C (3.01434, -2.92698, 1.87469)
C (3.84181, -3.07176, 2.96175)
C (4.62296, -2.01579, 3.38155)
N (5.47255, -2.15709, 4.55873)
O (6.18094, -1.20173, 4.89313)
O (5.44917, -3.22767, 5.17533)
C (4.59009, -0.81778, 2.69798)
C (3.76457, -0.66982, 1.61039)
O (0.41398, -2.10435, 2.35610)
H (-4.01283, -2.90445, 3.10169)
H (-4.09756, -1.76988, 1.75264)
H (-3.73903, -3.46647, 1.45316)
H (-1.87688, -1.50934, 2.95071)
H (-1.54365, -3.22204, 2.69191)
H (0.14754, -1.60329, -0.83461)
H (2.38879, -3.74262, 1.55679)
H (3.90776, -4.00054, 3.50526)
H (5.22881, -0.01658, 3.03067)
H (3.73468, 0.25428, 1.05921)

Atoms 1-6, force components in eV/Å:
-0.1 -0.8 0.2
0.2 -0.4 -0.1
-0.8 0.3 -0.1
0.3 0.2 0.1
0.7 0.5 0.0
0.0 -0.5 0.0

Values from the calculation:
LUMO energy: -3.73 eV
orbital gap: 3.34 eV
total charge: 0

Below is a cluster of 7 separate species, C41H33NO29S in total, with properties calculated with wB97M-V/def2-TZVPD.

Element x y z (Å)
C (-3.02050, 1.42683, -3.04665)
C (-3.36756, 2.34397, -1.73342)
O (-4.61380, 2.20136, -1.20612)
N (-2.46590, 3.36356, -1.07454)
C (-1.53842, 4.05300, -2.05003)
C (-1.74076, 2.81714, 0.13601)
C (-2.77663, 2.73106, 1.42638)
O (-3.24834, 1.32542, 1.59389)
S (-2.13004, 0.23958, 0.87351)
O (-1.42072, -0.79581, 1.77942)
O (-2.64464, -0.56924, -0.35324)
O (-1.16576, 1.45591, 0.09441)
H (-3.81930, 1.70756, -3.88738)
H (-1.92773, 1.58473, -3.47282)
H (-3.21493, 0.27183, -2.82082)
H (-0.86219, 3.33681, -2.68452)
H (-0.84383, 4.79057, -1.41837)
H (-2.13353, 4.75666, -2.79230)
H (-1.02870, 3.69403, 0.47852)
H (-2.28920, 3.26159, 2.34926)
H (-3.76976, 3.37546, 1.29001)
O (3.15264, -0.62682, 0.75740)
C (2.58839, -1.37767, -0.03055)
C (3.31412, -2.08770, -1.09533)
C (2.66698, -2.88515, -1.94735)
O (3.34324, -3.55760, -2.94869)
C (1.19435, -3.08262, -1.85517)
O (0.62479, -3.80740, -2.66415)
C (0.47202, -2.39187, -0.77582)
C (1.11950, -1.59707, 0.07845)
O (0.44772, -0.94656, 1.09711)
H (4.38401, -1.93331, -1.15223)
H (2.65590, -4.06676, -3.43119)
H (-0.59576, -2.55852, -0.70952)
H (1.13413, -0.43275, 1.57577)
O (-6.91816, 2.39529, -3.46752)
C (-7.31406, 1.30934, -3.87617)
C (-8.15182, 1.18087, -5.07877)
C (-8.58003, -0.01509, -5.48738)
O (-9.36541, -0.14332, -6.61828)
C (-8.23099, -1.25683, -4.74416)
O (-8.65476, -2.33979, -5.13373)
C (-7.37346, -1.13130, -3.55556)
C (-6.94228, 0.06424, -3.14876)
O (-6.13379, 0.18985, -2.03399)
H (-8.39984, 2.09188, -5.60818)
H (-9.54544, -1.10503, -6.70316)
H (-7.11272, -2.04417, -3.03500)
H (-5.95881, 1.15207, -1.94574)
O (-3.97968, 10.05376, 3.72992)
C (-3.84408, 8.89424, 3.35557)
C (-3.36010, 8.55568, 2.00808)
C (-3.23967, 7.28275, 1.62624)
O (-2.78285, 6.95743, 0.36224)
C (-3.59166, 6.16381, 2.54286)
O (-3.48798, 5.00427, 2.15704)
C (-4.05261, 6.50155, 3.89835)
C (-4.16981, 7.77439, 4.28158)
O (-4.59992, 8.09955, 5.55492)
H (-3.10994, 9.37893, 1.35126)
H (-2.78639, 5.97594, 0.32820)
H (-4.28808, 5.67781, 4.56041)
H (-4.60210, 9.08101, 5.58684)
O (-2.57396, -3.68982, 6.19391)
C (-3.14008, -2.60663, 6.09783)
C (-2.68841, -1.56485, 5.16226)
C (-3.31710, -0.38980, 5.09428)
O (-2.89958, 0.59272, 4.21534)
C (-4.49032, -0.08924, 5.95993)
O (-5.03613, 1.00669, 5.88782)
C (-4.95703, -1.13940, 6.87820)
C (-4.33058, -2.31583, 6.94386)
O (-4.76506, -3.30871, 7.80266)
H (-1.83295, -1.79587, 4.54051)
H (-3.51289, 1.34668, 4.35642)
H (-5.82213, -0.91385, 7.48898)
H (-4.14809, -4.06032, 7.66586)
O (10.21343, -1.13334, 2.41203)
C (9.17008, -1.29231, 1.78819)
C (7.84919, -1.18803, 2.42769)
C (6.73281, -1.38333, 1.72327)
O (5.48805, -1.28418, 2.31736)
C (6.78169, -1.71547, 0.27295)
O (5.73916, -1.90759, -0.34379)
C (8.10127, -1.79603, -0.37212)
C (9.21767, -1.59735, 0.33137)
O (10.46146, -1.66884, -0.26863)
H (7.82836, -0.94821, 3.48305)
H (4.84181, -1.46928, 1.60138)
H (8.12137, -2.02070, -1.43110)
H (11.10777, -1.48970, 0.44863)
O (8.72401, -3.32823, -2.79213)
C (8.85961, -4.48775, -3.16648)
C (9.34360, -4.82631, -4.51397)
C (9.46402, -6.09924, -4.89581)
O (9.92085, -6.42456, -6.15981)
C (9.11203, -7.21818, -3.97919)
O (9.21571, -8.37772, -4.36501)
C (8.65108, -6.88044, -2.62370)
C (8.53388, -5.60760, -2.24048)
O (8.10377, -5.28243, -0.96713)
H (9.59375, -4.00306, -5.17079)
H (9.91730, -7.40605, -6.19385)
H (8.41561, -7.70418, -1.96164)
H (8.10159, -4.30098, -0.93521)

Atoms 1-6, force components in eV/Å:
-0.3 0.2 -0.4
-6.1 -1.1 2.0
7.9 1.2 -2.8
0.9 -2.3 -1.2
0.9 1.2 -0.5
-2.1 1.0 2.4

Values from the calculation:
LUMO energy: -2.25 eV
orbital gap: 7.20 eV
structure (SMILES): CC(=O)N(C)[C@H]1COS(=O)(=O)O1.O=C1C=C(O)C(=O)C=C1O.O=C1C=C(O)C(=O)C=C1O.O=C1C=C(O)C(=O)C=C1O.O=C1C=C(O)C(=O)C=C1O.O=C1C=C(O)C(=O)C=C1O.O=C1C=C(O)C(=O)C=C1O
total charge: 0

Below is a structure of composition C17H17N11O6OsS, with properties calculated with wB97M-V/def2-TZVPD.

Element x y z (Å)
Os (0.79643, -0.14338, 0.23841)
C (4.27451, -1.88241, 0.42518)
C (4.03655, -0.42063, 0.37418)
N (2.86088, 0.20205, 0.29605)
C (3.12166, 1.56033, 0.27910)
C (4.45774, 1.76189, 0.34452)
N (5.00579, 0.50471, 0.40719)
C (5.36840, 2.94721, 0.35864)
O (4.80828, 4.13788, 0.30162)
O (6.54815, 2.74715, 0.44121)
C (1.97651, 2.47476, 0.17527)
O (2.09096, 3.67587, 0.15021)
O (0.81437, 1.83511, 0.10835)
H (3.32085, -2.40046, 0.46485)
H (4.85721, -2.15179, 1.30605)
H (4.82104, -2.21704, -0.45684)
H (6.00819, 0.35987, 0.46067)
H (3.82966, 4.09421, 0.22710)
N (-5.38756, 1.31947, -4.79313)
C (-4.71631, 1.04979, -3.68699)
C (-5.03516, -0.12431, -2.92941)
C (-4.35769, -0.38001, -1.77314)
C (-3.35873, 0.51482, -1.35260)
C (-3.01875, 1.66937, -2.08762)
C (-3.68170, 1.93971, -3.24571)
S (-2.56462, 0.24780, 0.22304)
O (-2.20262, 1.53780, 0.70122)
O (-3.39295, -0.65316, 0.95030)
N (-1.16004, -0.49796, -0.16949)
C (-1.03997, -1.86385, -0.38443)
N (0.26609, -2.15633, -0.17302)
C (0.64241, -3.43451, -0.31027)
C (-0.28481, -4.39083, -0.65671)
C (-1.58928, -3.96424, -0.89147)
N (-1.97951, -2.69343, -0.77080)
H (-6.13114, 0.71702, -5.12065)
H (-5.19328, 2.14709, -5.34130)
H (-5.82095, -0.78269, -3.27709)
H (-4.58253, -1.24431, -1.16393)
H (-2.25880, 2.33922, -1.70679)
H (-3.45744, 2.82412, -3.82812)
H (1.68369, -3.67545, -0.15032)
H (-0.00284, -5.42692, -0.76218)
H (-2.35020, -4.67045, -1.20105)
N (-0.91991, 1.09398, 5.25700)
N (-0.08659, 0.49225, 4.35623)
N (0.77101, -0.43731, 4.71907)
C (1.27384, -0.79558, 3.54919)
N (0.72525, -0.09898, 2.54904)
N (-0.16292, 0.73066, 3.09333)
H (-0.45006, 1.13749, 6.15262)
H (-1.20949, 1.99073, 4.88690)
H (2.03643, -1.54633, 3.43657)

Atoms 1-6, force components in eV/Å:
0.4 0.1 -0.1
0.0 0.0 0.0
0.1 0.0 0.0
0.0 0.0 0.0
0.0 0.0 0.0
0.0 0.0 0.0

Values from the calculation:
⟨S²⟩: 6.04
multiplicity: 5
LUMO energy (alpha / beta): -5.58 / -9.00 eV
orbital gap (alpha / beta): 9.07 / 5.91 eV
total charge: +2

Below is a structure of composition C15H29N2O3RbSi, with properties calculated with wB97M-V/def2-TZVPD.

Element x y z (Å)
Rb (-0.20856, 0.49729, -0.17112)
C (3.45437, 0.26392, 1.43571)
O (2.82160, -0.41178, 0.36652)
C (3.15934, -1.77041, 0.24850)
C (2.36218, -2.64741, 1.19663)
O (0.99304, -2.50554, 0.87167)
C (0.15603, -3.31919, 1.66186)
H (4.54372, 0.17238, 1.36429)
H (3.13253, -0.11277, 2.41278)
H (3.17555, 1.31247, 1.34920)
H (4.23324, -1.92753, 0.40691)
H (2.90293, -2.05788, -0.77263)
H (2.53698, -2.35451, 2.24021)
H (2.68056, -3.69141, 1.07580)
H (0.42022, -4.37839, 1.56028)
H (-0.86424, -3.17398, 1.30835)
H (0.21495, -3.04520, 2.72160)
C (-3.86939, 2.80491, -0.27855)
C (-3.42177, 1.61811, 0.53779)
O (-2.37790, 1.60991, 1.17322)
N (-4.27924, 0.56291, 0.55567)
C (-3.95647, -0.67012, 1.24514)
C (-3.71416, -1.82111, 0.29801)
C (-4.37926, -3.02632, 0.46695)
C (-4.13398, -4.07053, -0.41204)
C (-3.23522, -3.85574, -1.44503)
C (-2.62675, -2.61735, -1.54283)
N (-2.83721, -1.61293, -0.69184)
H (-2.99135, 3.34788, -0.62231)
H (-4.45834, 3.46889, 0.35493)
H (-4.47565, 2.50007, -1.13139)
H (-5.07306, 0.56924, -0.06065)
H (-4.75113, -0.92580, 1.94767)
H (-3.05198, -0.46232, 1.81632)
H (-5.08629, -3.14246, 1.27852)
H (-4.63732, -5.02061, -0.29440)
H (-3.01149, -4.63340, -2.16240)
H (-1.92639, -2.40884, -2.34443)
C (1.25799, 3.97090, 1.35831)
Si (1.14300, 3.49189, -0.51985)
C (2.91841, 3.99259, -1.09450)
C (0.08726, 4.97710, -1.17003)
H (1.54358, 5.02294, 1.48747)
H (2.00238, 3.36425, 1.88597)
H (0.30000, 3.82245, 1.86724)
H (3.13812, 5.03930, -0.84858)
H (3.04271, 3.87066, -2.17416)
H (3.67686, 3.36899, -0.61027)
H (0.60381, 5.93428, -1.02424)
H (-0.86614, 5.02968, -0.63278)
H (-0.14158, 4.88042, -2.23489)

Atoms 1-6, force components in eV/Å:
0.2 -0.4 0.0
0.0 0.1 0.0
-0.1 0.1 -0.1
-0.2 -0.1 0.1
0.1 0.1 -0.1
-0.1 0.0 -0.1

Values from the calculation:
LUMO energy: -0.03 eV
orbital gap: 4.73 eV
total charge: 0

Q: Which value of total charge does entry 6 give?
A: 0

Q: What is the formula in the third record?
A: C26H19F4NO5

Repeat the third record exactly.
Below is a cluster of 2 separate species, C26H19F4NO5 in total, with properties calculated with wB97M-V/def2-TZVPD.

Element x y z (Å)
F (-5.18193, 4.73904, -1.62963)
C (-5.11154, 3.39045, -1.54847)
C (-6.26606, 2.62606, -1.54843)
C (-6.19975, 1.24240, -1.53956)
F (-7.33512, 0.50688, -1.53324)
C (-4.97286, 0.61895, -1.56173)
C (-3.78875, 1.36884, -1.58398)
C (-2.53382, 0.72568, -1.79297)
C (-1.31998, 1.38173, -1.74519)
C (-0.17211, 0.90441, -2.33548)
C (1.06144, 1.61841, -2.37445)
C (2.01941, 1.27732, -3.33771)
C (3.19523, 1.98151, -3.44418)
F (4.07019, 1.69562, -4.43415)
C (3.45793, 3.01462, -2.56057)
C (2.53867, 3.35905, -1.58470)
F (2.82136, 4.34607, -0.70372)
C (1.34524, 2.67693, -1.49995)
C (-3.88564, 2.76779, -1.53923)
H (-7.22271, 3.11309, -1.59981)
H (-4.93656, -0.45573, -1.56935)
H (-2.55089, -0.29678, -2.12864)
H (-1.27799, 2.35070, -1.27913)
H (-0.22932, -0.01119, -2.89764)
H (1.82343, 0.48215, -4.03337)
H (4.38767, 3.55116, -2.63108)
H (0.65582, 2.95336, -0.72331)
H (-3.00392, 3.38148, -1.56568)
C (-3.56385, -2.63833, 2.14214)
C (-2.07930, -2.35529, 2.27797)
O (-1.45408, -2.05170, 1.05529)
C (-0.09591, -1.96290, 1.25110)
C (0.68386, -1.69633, 0.08715)
C (2.08091, -1.52624, 0.00584)
O (2.59375, -1.18811, -1.06244)
C (2.95913, -1.71721, 1.19118)
C (3.01434, -2.92698, 1.87469)
C (3.84181, -3.07176, 2.96175)
C (4.62296, -2.01579, 3.38155)
N (5.47255, -2.15709, 4.55873)
O (6.18094, -1.20173, 4.89313)
O (5.44917, -3.22767, 5.17533)
C (4.59009, -0.81778, 2.69798)
C (3.76457, -0.66982, 1.61039)
O (0.41398, -2.10435, 2.35610)
H (-4.01283, -2.90445, 3.10169)
H (-4.09756, -1.76988, 1.75264)
H (-3.73903, -3.46647, 1.45316)
H (-1.87688, -1.50934, 2.95071)
H (-1.54365, -3.22204, 2.69191)
H (0.14754, -1.60329, -0.83461)
H (2.38879, -3.74262, 1.55679)
H (3.90776, -4.00054, 3.50526)
H (5.22881, -0.01658, 3.03067)
H (3.73468, 0.25428, 1.05921)

Atoms 1-6, force components in eV/Å:
-0.1 -0.8 0.2
0.2 -0.4 -0.1
-0.8 0.3 -0.1
0.3 0.2 0.1
0.7 0.5 0.0
0.0 -0.5 0.0

Values from the calculation:
LUMO energy: -3.73 eV
orbital gap: 3.34 eV
total charge: 0

Q: The highest total charge belongs to which entry?
A: C17H17N11O6OsS